C14H28As2O4PPdTe | the ωB97M-V functional and the def2-TZVPD basis

- gap between HOMO and LUMO (eV) = 6.86
- E_tot (eV) = -164898.8611

```
! wB97M-V def2-TZVPD RIJCOSX def2/J DEFGRID3
* xyz 1 1
Pd 0.86167 0.49157 -0.08882
C -0.62329 3.71739 -0.52844
As -0.99518 1.83816 -0.25903
C -2.25751 1.73958 1.19356
C -1.99905 1.29864 -1.83082
C -3.10521 2.02946 -2.24890
C -3.82622 1.61377 -3.35810
C -3.45227 0.46584 -4.04270
C -2.35446 -0.26909 -3.62175
C -1.62157 0.14715 -2.51617
As -0.08155 -0.81732 -1.84989
C 0.94890 -1.28429 -3.42585
C -0.76799 -2.50677 -1.20685
H -1.55743 4.27564 -0.58049
H -0.06961 3.83820 -1.45688
H -0.02948 4.07433 0.31008
H -3.19244 2.21120 0.89335
H -1.82777 2.24643 2.05478
H -2.40492 0.68892 1.43680
H -3.40954 2.92453 -1.71879
H -4.68241 2.18604 -3.68870
H -4.01890 0.14281 -4.90552
H -2.07302 -1.16692 -4.15938
H 0.37354 -1.94413 -4.07372
H 1.85798 -1.79571 -3.11396
H 1.20270 -0.37418 -3.96580
H -1.35525 -3.00065 -1.97956
H -1.37304 -2.30957 -0.32342
H 0.07322 -3.13416 -0.91628
C 0.47132 -0.30630 5.73496
C 0.32184 -1.56400 4.91174
O 1.18451 -1.52662 3.74040
P 0.70758 -0.87255 2.38610
O -0.71217 -1.04494 2.03011
Te 1.48530 1.44558 2.23408
O 1.64078 -1.61886 1.30432
C 3.06679 -1.78748 1.51521
C 3.75064 -1.66281 0.17788
H -0.08006 -0.41920 6.66866
H 0.07496 0.56340 5.20947
H 1.51874 -0.12579 5.97543
H -0.70355 -1.71501 4.57543
H 0.64563 -2.44368 5.46282
H 3.20993 -2.77112 1.96002
H 3.42293 -1.03014 2.21549
H 3.36080 -2.40464 -0.52096
H 4.82224 -1.83015 0.28847
H 3.60349 -0.66096 -0.23503
O 3.00810 1.35500 -1.69569
H 3.40969 0.97000 -2.48184
H 3.55062 2.12337 -1.48585
*
```